C29H50N4O14 | ωB97M-V/def2-TZVPD

```
! RIJCOSX wB97M-V def2-TZVPD def2/J DEFGRID3
* xyz 0 1
C 1.6924 4.8854 1.8422
C 0.3242 4.1709 1.3063
N -0.6583 4.2361 2.4194
C -2.0781 4.3246 1.9998
C -2.4721 3.6345 0.6170
O -2.0462 2.2487 0.4656
C -2.2792 1.8857 -0.9063
O -3.3133 2.2417 -1.5370
O -1.3855 1.0497 -1.6352
C -0.0249 1.1379 -1.1225
C 0.2670 -0.1790 -0.2493
N 1.3440 0.1278 0.7359
N -0.8957 -0.6894 0.5282
N 0.6937 -1.3156 -1.1554
C -0.4094 3.2688 3.4953
C -0.6103 1.6890 3.4352
O -0.0349 3.7442 4.6134
H 1.3830 5.9760 2.0610
H 2.4982 4.8296 1.0164
H 2.0526 4.4235 2.8220
H 0.6025 3.0734 1.1471
H 0.0383 4.7375 0.3624
H -2.7625 3.9440 2.8430
H -2.3267 5.4509 1.8979
H -2.1614 4.2793 -0.2908
H -3.6299 3.6215 0.5782
H 0.6778 1.0782 -2.0402
H 0.2192 2.1218 -0.6057
H 2.2396 -0.0007 0.2372
H 1.2519 -0.5334 1.5246
H -1.1711 -0.0564 1.2903
H -1.6908 -0.9552 -0.0642
H -0.1364 -1.6841 -1.6589
H 0.9618 -2.0644 -0.4774
H -0.9842 1.3707 4.4824
H 0.4123 1.1654 3.3150
H -1.3946 1.3232 2.6960
O 1.0989 -2.8849 2.8400
C 0.1355 -3.3159 3.4181
C -1.2797 -3.2523 2.9207
C -2.0721 -3.5601 4.1737
C -1.1212 -4.4398 4.9519
O 0.1891 -3.9728 4.6092
H -1.4224 -4.0149 2.1512
H -1.5126 -2.2626 2.5300
H -3.0357 -4.0339 3.9785
H -2.2580 -2.6341 4.7274
H -1.2018 -5.4932 4.6674
H -1.2721 -4.3524 6.0293
O -1.6534 9.0467 0.8947
C -1.9221 8.9457 2.0635
C -2.2248 10.0856 2.9975
C -2.0918 9.4284 4.3549
C -2.4707 7.9954 4.0620
O -2.0356 7.7576 2.7182
H -3.2427 10.4369 2.8127
H -1.5084 10.8971 2.8714
H -2.7105 9.8878 5.1277
H -1.0493 9.4762 4.6851
H -3.5516 7.8321 4.1126
H -1.9755 7.2955 4.7375
O 2.8086 -2.9966 -4.3912
C 2.1089 -2.1697 -4.9208
C 1.5868 -0.9187 -4.2708
C 0.4907 -0.4966 -5.2269
C 0.9860 -1.0333 -6.5487
O 1.7126 -2.2240 -6.2227
H 2.3906 -0.1796 -4.2214
H 1.1928 -1.1281 -3.2755
H 0.3100 0.5798 -5.2399
H -0.4460 -0.9924 -4.9529
H 1.6640 -0.3379 -7.0528
H 0.1644 -1.2779 -7.2244
O -1.4401 -4.0135 -4.7335
C -0.7992 -4.9954 -5.0138
C 0.6498 -5.0126 -5.4133
C 0.7983 -6.3949 -6.0122
C -0.2383 -7.1913 -5.2543
O -1.2913 -6.2640 -4.9687
H 1.2668 -4.8868 -4.5212
H 0.8643 -4.2344 -6.1423
H 1.8058 -6.8053 -5.9245
H 0.5383 -6.3643 -7.0753
H 0.1478 -7.5827 -4.3082
H -0.6300 -8.0207 -5.8461
O 0.7899 -4.5311 -0.3755
C 1.9465 -4.5658 -0.0262
C 2.8431 -5.7717 -0.0951
C 3.9899 -5.3684 0.8050
C 4.0040 -3.8650 0.6619
O 2.6378 -3.4911 0.4512
H 3.1675 -5.9154 -1.1285
H 2.3338 -6.6609 0.2763
H 4.9404 -5.8349 0.5403
H 3.7574 -5.6401 1.8395
H 4.5923 -3.5350 -0.1996
H 4.3842 -3.3738 1.5593
*
```

Output
E_HOMO: -8.742 eV
SMILES: CCN(CCOC(=O)OCC(N)(N)N)C(C)=O.O=C1CCCO1.O=C1CCCO1.O=C1CCCO1.O=C1CCCO1.O=C1CCCO1
Orbital gap: 9.32 eV
LUMO: 0.0212 Eh



C15H32AuN4Si2 | ωB97M-V/def2-TZVPD

```
! RIJCOSX wB97M-V def2-TZVPD def2/J DEFGRID3
* xyz 1 3
Au -0.7198 -0.6992 0.3546
C 3.6024 -1.6597 -1.3839
Si 2.7091 -1.7835 0.2393
C 2.0884 -3.5462 0.2871
C 3.7869 -1.6305 1.7420
N 1.4329 -0.5405 0.2984
C 1.7972 0.7529 0.3018
C 3.1692 1.1777 0.3035
C 3.5255 2.4857 0.3046
C 2.5265 3.4970 0.3048
C 1.2145 3.1568 0.3037
C 0.7729 1.7904 0.3016
N -0.5258 1.4441 0.2969
Si -1.7479 2.7401 0.2385
C -3.5200 2.1483 0.2760
C -1.5821 3.8094 1.7456
C -1.6018 3.6403 -1.3785
H 4.2230 -2.5494 -1.5284
H 4.2457 -0.7835 -1.4832
H 2.8691 -1.6258 -2.1982
H 2.9908 -4.1545 0.1609
H 1.4243 -3.8193 -0.5432
H 1.6654 -3.8509 1.2527
H 4.4215 -2.5176 1.8327
H 3.1545 -1.5764 2.6356
H 4.4365 -0.7528 1.7442
H 3.9519 0.4314 0.3107
H 4.5739 2.7578 0.3089
H 2.8114 4.5422 0.3092
H 0.4785 3.9481 0.3108
H -3.8321 1.7203 1.2375
H -3.7994 1.4961 -0.5622
H -4.1157 3.0603 0.1565
H -1.5444 3.1733 2.6375
H -2.4578 4.4601 1.8340
H -0.6927 4.4425 1.7544
H -1.5814 2.9120 -2.1976
H -0.7125 4.2661 -1.4719
H -2.4784 4.2801 -1.5207
N -2.9780 -0.9676 0.1923
C -3.3670 -1.5349 -1.1264
C -3.0278 -3.0118 -1.2188
C -1.5508 -3.3469 -1.1152
N -0.9933 -2.9491 0.2054
H -3.3607 -1.5364 0.9427
H -3.3781 -0.0504 0.3022
H -2.8430 -0.9743 -1.9024
H -4.4368 -1.4041 -1.2929
H -3.3963 -3.3877 -2.1737
H -3.5797 -3.5601 -0.4432
H -0.9863 -2.8264 -1.8905
H -1.4163 -4.4172 -1.2744
H -0.0776 -3.3515 0.3250
H -1.5684 -3.3248 0.9536
*
```

Output
<S²>: 2.02
E_HOMO (spin up / spin down): -10.017 / -10.977 eV
Relative energy (zero: lowest compared OMol25 entry of this formula, charge and spin): 0.00 kcal/mol
Orbital gap (spin up / spin down): 7.75 / 6.89 eV
LUMO (spin up / spin down): -0.0834 / -0.1502 Eh



no.,E (Eh)
1,-2407.37151
2,-1524.31351